Density functional theory data (ωB97M-V with the def2-TZVPD basis set) for C58H136BN8O26Pb as an isolated structure in a non-equilibrium geometry.

Each line ends with the Löwdin charge.
Positions of all 230 atoms, in Å:
Pb: 6.317782 -1.462057 0.316095  1.734
O: -2.234771 -2.955638 2.740695  0.162
C: -1.438733 -2.147063 2.373392  -0.387
O: -0.203356 -2.375200 1.991930  0.229
B: 0.445450 -1.101681 1.604696  -0.839
O: -0.496757 -0.051479 2.041565  0.218
C: -1.633886 -0.623166 2.431999  -0.372
O: -2.629955 -0.065901 2.758328  0.162
O: 0.689042 -1.045370 0.147068  0.238
C: 1.942851 -1.174454 -0.149886  -0.385
O: 2.429373 -1.239158 -1.242708  0.138
C: 2.691077 -1.266685 1.179941  -0.374
O: 1.842026 -1.018979 2.125234  0.267
O: 3.877946 -1.451378 1.246515  0.014
C: -0.951770 -4.479794 -0.714225  -0.036
C: -0.700801 -4.507599 -2.221917  -0.481
C: 0.076132 -3.290932 -2.683077  -0.052
O: 0.028271 -5.667581 -2.619638  -0.049
H: -1.803151 -3.828718 -0.508415  0.080
H: -0.080435 -4.202038 -0.120208  0.073
H: -1.233982 -5.472615 -0.356762  0.084
H: -1.660213 -4.502002 -2.752488  0.140
H: 0.223074 -3.247977 -3.761509  0.070
H: 1.062505 -3.333826 -2.212356  0.055
H: -0.413965 -2.373774 -2.354024  0.068
H: -0.611976 -6.346873 -2.847979  0.090
C: -3.990836 -5.813082 3.785113  -0.060
C: -5.478369 -6.146647 3.953382  -0.488
C: -6.112903 -6.308535 2.568240  -0.055
O: -5.575637 -7.391108 4.621806  -0.047
H: -3.420347 -6.738569 3.692889  0.084
H: -3.586060 -5.322366 4.676940  0.068
H: -3.770905 -5.168479 2.934859  0.062
H: -6.055238 -5.329052 4.405105  0.128
H: -5.598294 -7.110963 2.027845  0.089
H: -5.931480 -5.406787 1.986651  0.042
H: -7.147002 -6.643737 2.631717  0.085
H: -4.933438 -7.389063 5.338330  0.085
C: -3.896256 -2.186719 5.388071  -0.088
O: -3.920930 -1.907387 6.791032  -0.185
C: -2.981306 -0.955017 7.238805  -0.221
C: -3.245521 0.416207 6.627721  -0.215
N: -2.333615 1.438087 7.112756  -0.048
C: -2.511224 2.709410 6.481224  -0.241
C: -1.197767 3.526363 6.534561  -0.183
O: -0.094290 2.786824 5.992571  -0.173
C: -0.350925 2.428855 4.655552  -0.124
H: -4.451149 -3.116788 5.290394  0.083
H: -2.868759 -2.385270 5.063644  0.083
H: -4.305478 -1.331341 4.853445  0.046
H: -1.937865 -1.246867 7.052034  0.120
H: -3.094202 -0.895785 8.320732  0.125
H: -4.286421 0.664629 6.862771  0.131
H: -3.254422 0.387945 5.527889  0.097
H: -1.372268 1.146874 6.963702  0.105
H: -3.282459 3.316282 6.973963  0.121
H: -2.896574 2.705268 5.450597  0.083
H: -0.951700 3.736364 7.573844  0.122
H: -1.370111 4.469712 6.010732  0.107
H: -0.776181 3.164602 3.965767  0.077
H: -0.936436 1.513933 4.518900  0.080
H: 0.615954 2.219455 4.181969  0.081
C: -3.324039 3.517695 -8.816424  -0.111
O: -3.327002 3.247682 -7.432287  -0.188
C: -2.155836 3.690975 -6.792858  -0.243
C: -2.279363 3.597708 -5.276549  -0.201
N: -1.863981 2.288442 -4.777031  -0.060
C: -3.026928 1.375199 -4.645618  -0.180
C: -2.634736 0.268984 -3.664299  -0.235
O: -2.515330 0.863956 -2.405944  -0.191
C: -2.282800 -0.007519 -1.317769  -0.077
H: -4.117404 2.948170 -9.302351  0.086
H: -2.376853 3.243339 -9.285271  0.087
H: -3.618602 4.560243 -8.975238  0.090
H: -1.961198 4.751906 -7.014771  0.117
H: -1.280882 3.162001 -7.186424  0.117
H: -3.275196 3.836495 -4.883078  0.118
H: -1.713397 4.406788 -4.803281  0.113
H: -1.494566 2.259689 -3.832574  0.088
H: -3.239968 0.907509 -5.609613  0.118
H: -3.899110 1.943638 -4.312305  0.120
H: -1.695483 -0.224182 -3.957917  0.114
H: -3.405999 -0.514445 -3.695162  0.128
H: -3.122264 -0.627831 -1.005496  0.085
H: -1.997963 0.650787 -0.493044  0.089
H: -1.343918 -0.547890 -1.478775  0.067
C: 2.102444 -2.271499 -6.218365  -0.119
O: 2.637842 -1.089389 -5.690399  -0.168
C: 1.941987 -0.685151 -4.527798  -0.215
C: 2.688632 0.455098 -3.846324  -0.199
N: 2.917881 1.667576 -4.623627  -0.054
C: 1.691476 2.437111 -4.902450  -0.184
C: 2.093588 3.639965 -5.723582  -0.225
O: 2.721370 3.229052 -6.930443  -0.181
C: 3.116696 4.353333 -7.679809  -0.112
H: 2.744965 -2.593493 -7.038123  0.090
H: 1.094415 -2.134229 -6.631978  0.096
H: 1.991011 -3.123730 -5.536390  0.081
H: 1.812564 -1.487286 -3.796794  0.090
H: 0.950702 -0.305159 -4.808753  0.123
H: 3.671422 0.081534 -3.539983  0.072
H: 2.170643 0.727103 -2.926553  0.108
H: 3.284545 1.424019 -5.540072  0.115
H: 1.208364 2.778110 -3.983625  0.117
H: 0.956912 1.846048 -5.457215  0.111
H: 2.671397 4.373477 -5.154177  0.115
H: 1.147268 4.132867 -5.986635  0.120
H: 2.254757 4.956491 -7.992067  0.092
H: 3.487906 3.973942 -8.634652  0.092
H: 3.871911 4.967516 -7.184210  0.087
C: -7.110093 -1.182574 4.156145  -0.077
O: -6.783598 -1.032872 2.782519  -0.207
C: -5.506894 -1.551454 2.463651  -0.230
C: -5.267798 -1.581686 0.938823  -0.180
N: -6.499841 -2.018675 0.283414  -0.048
C: -6.695238 -3.462285 0.259157  -0.223
C: -7.892438 -3.968863 -0.518081  -0.234
O: -8.005186 -5.364321 -0.420508  -0.193
C: -9.308124 -5.872706 -0.585466  -0.109
H: -8.122474 -0.795024 4.267883  0.091
H: -6.457729 -0.579090 4.787744  0.086
H: -7.149343 -2.251879 4.376398  0.092
H: -5.511750 -2.592369 2.811868  0.111
H: -4.683634 -1.021363 2.950142  0.080
H: -4.460554 -2.267596 0.670941  0.107
H: -4.911824 -0.597183 0.626601  0.083
H: -7.249059 -1.704172 0.892994  0.095
H: -6.737774 -3.832653 1.293730  0.094
H: -5.838345 -4.003425 -0.159954  0.124
H: -7.766892 -3.675375 -1.566648  0.125
H: -8.813106 -3.481532 -0.172853  0.122
H: -9.304113 -6.943925 -0.414817  0.087
H: -9.684423 -5.659360 -1.592260  0.086
H: -9.995327 -5.364107 0.098862  0.086
C: 7.995023 -0.168096 3.525181  -0.088
O: 6.971289 -1.046611 3.091471  -0.293
C: 6.927487 -2.221688 3.878132  -0.219
C: 5.774743 -3.114693 3.433315  -0.177
N: 5.871323 -3.557436 2.041295  -0.125
C: 6.918916 -4.582647 1.827920  -0.164
C: 7.048373 -4.872380 0.344885  -0.204
O: 7.458259 -3.693037 -0.320917  -0.355
C: 8.168359 -3.927660 -1.527322  -0.070
H: 7.982807 0.709138 2.874034  0.086
H: 9.001024 -0.571066 3.369619  0.099
H: 7.836783 0.173289 4.548016  0.104
H: 6.804945 -2.018840 4.948340  0.138
H: 7.901674 -2.728426 3.864705  0.123
H: 4.822552 -2.625282 3.627095  0.128
H: 5.795253 -3.975310 4.115216  0.132
H: 4.998895 -3.984496 1.750076  0.111
H: 6.542926 -5.488574 2.316493  0.138
H: 7.870837 -4.302269 2.273917  0.128
H: 6.071136 -5.197592 -0.028343  0.124
H: 7.711528 -5.737003 0.254159  0.140
H: 8.963045 -4.647715 -1.307709  0.103
H: 8.633827 -3.022969 -1.908514  0.090
H: 7.546519 -4.400503 -2.293726  0.106
C: 4.099146 -3.698291 -1.465519  -0.060
O: 5.045880 -2.648680 -1.607251  -0.327
C: 5.161432 -2.196809 -2.952635  -0.173
C: 6.336623 -1.242217 -3.131115  -0.156
N: 6.589809 -0.336610 -1.994308  -0.146
C: 5.604623 0.767828 -1.969402  -0.195
C: 5.732153 1.590667 -0.682943  -0.214
O: 5.285657 0.864192 0.468976  -0.348
C: 4.907164 1.781239 1.521359  -0.030
H: 4.442257 -4.586860 -2.007129  0.109
H: 3.130338 -3.419314 -1.883239  0.076
H: 4.025942 -3.908509 -0.401531  0.087
H: 4.178442 -1.817924 -3.255478  0.105
H: 5.292040 -3.037449 -3.644476  0.141
H: 6.306935 -0.640801 -4.044623  0.137
H: 7.240348 -1.835970 -3.282498  0.104
H: 7.469045 0.164321 -2.105076  0.128
H: 4.604682 0.326791 -2.017061  0.099
H: 5.657251 1.468477 -2.806586  0.090
H: 5.102958 2.449393 -0.940875  0.070
H: 6.743536 1.995058 -0.565223  0.144
H: 4.363065 2.658969 1.180689  0.088
H: 5.787691 2.075445 2.096140  0.096
H: 4.332588 1.139411 2.189522  0.096
C: 1.707860 2.452558 0.961890  -0.066
O: 2.591310 3.318529 0.275641  -0.190
C: 2.932991 2.869636 -1.021393  -0.215
C: 3.753449 3.983478 -1.695349  -0.172
N: 4.502833 3.363320 -2.790852  -0.099
C: 5.393067 4.287123 -3.501564  -0.171
C: 6.257875 3.517720 -4.484867  -0.222
O: 7.488473 4.216664 -4.608988  -0.179
C: 8.369179 3.529320 -5.483543  -0.108
H: 1.118029 3.004991 1.688949  0.096
H: 2.238180 1.625746 1.445065  0.073
H: 0.992455 2.004372 0.262582  0.097
H: 2.039750 2.718987 -1.635946  0.120
H: 3.508267 1.941205 -0.957859  0.094
H: 4.476212 4.425582 -1.003111  0.124
H: 3.134986 4.822749 -2.035270  0.127
H: 3.875710 2.877159 -3.451228  0.076
H: 6.035265 4.752812 -2.753243  0.126
H: 4.852950 5.064239 -4.054952  0.115
H: 5.780428 3.371965 -5.459216  0.123
H: 6.434310 2.513342 -4.078213  0.096
H: 9.257095 4.152052 -5.564077  0.091
H: 7.925073 3.258562 -6.441436  0.089
H: 8.725406 2.602981 -5.012885  0.079
C: -5.380181 2.110491 1.310262  -0.079
O: -4.927269 3.331205 1.886627  -0.207
C: -3.741812 3.176794 2.651290  -0.232
C: -3.460252 4.511517 3.324017  -0.219
N: -4.444667 4.728039 4.370772  -0.041
C: -4.321531 6.092299 4.907981  -0.201
C: -5.576600 6.362348 5.716233  -0.238
O: -6.645063 6.683409 4.849271  -0.201
C: -7.764671 7.251684 5.459208  -0.119
H: -5.526804 1.361173 2.087747  0.079
H: -4.635026 1.893109 0.537484  0.083
H: -6.309683 2.292527 0.775039  0.093
H: -2.960634 2.960308 1.912477  0.122
H: -3.943715 2.399488 3.393413  0.109
H: -3.594000 5.243639 2.513351  0.124
H: -2.427442 4.570789 3.664201  0.095
H: -5.384384 4.720573 3.983421  0.111
H: -4.227230 6.871742 4.141667  0.122
H: -3.448853 6.181433 5.560547  0.111
H: -5.417719 7.191212 6.422725  0.119
H: -5.879686 5.534401 6.367326  0.126
H: -8.229027 6.546926 6.163507  0.091
H: -8.477901 7.461027 4.661366  0.090
H: -7.477833 8.184864 5.962848  0.089

Atomic forces in eV per Å
-0.65 -0.15 0.56
-0.12 -0.13 -0.35
-0.45 0.04 0.93
1.20 0.18 -0.64
-0.91 -0.05 0.10
1.11 -0.15 -0.30
-0.10 -0.19 -0.28
-0.15 0.38 0.19
-0.91 0.16 -0.54
-0.31 -0.37 0.04
0.39 0.22 -0.29
-0.81 0.76 -0.76
0.44 -0.34 1.00
1.12 -0.40 0.75
-0.33 -0.48 -0.19
-0.17 0.28 -0.11
0.26 -0.06 0.31
0.13 -0.04 -0.07
0.20 0.21 0.21
0.03 0.29 -0.17
-0.10 -0.03 -0.14
-0.07 -0.08 0.16
-0.17 -0.16 -0.04
-0.02 0.14 -0.03
0.03 0.01 0.00
0.11 -0.10 0.08
0.08 0.36 0.64
0.41 -0.03 -1.68
0.76 -0.89 0.15
-0.45 0.08 0.44
-0.14 -0.08 -0.31
-0.07 0.10 -0.03
-0.09 0.04 0.02
0.29 -0.17 0.67
0.11 0.00 0.09
-0.54 -0.05 0.11
-0.16 0.52 -0.06
-0.11 -0.04 0.08
0.57 0.13 1.15
0.21 -0.23 0.08
-0.11 0.44 -0.20
-0.46 0.11 -0.15
0.03 -0.60 0.14
0.15 1.51 -0.05
-0.75 -0.80 0.25
-0.85 0.73 -0.39
1.15 -0.81 -1.16
-0.28 0.22 -0.38
-0.05 0.12 -0.10
-0.05 -0.42 -0.24
-0.01 -0.28 -0.24
-0.06 0.02 0.02
0.10 0.25 0.31
0.31 -0.23 -0.10
-0.07 -0.11 0.00
0.09 -0.11 0.27
0.27 -0.52 -0.12
0.15 -0.01 0.00
0.25 0.05 -0.16
-0.32 0.52 0.67
-0.23 0.04 0.38
0.08 -0.14 0.29
-0.69 0.09 0.02
-0.07 -0.43 0.08
-0.13 1.03 0.21
0.47 -0.18 0.72
-0.64 -0.81 0.18
1.23 -0.45 -0.36
-0.83 -0.16 -0.62
-0.29 0.07 0.58
1.25 0.94 0.22
0.07 -0.28 0.25
0.10 0.24 -0.03
0.56 0.17 -0.17
-0.27 0.08 -0.25
0.05 -0.30 0.32
-0.35 -0.06 -0.70
0.60 -0.26 -0.25
0.17 0.95 -0.07
-0.16 0.15 -0.03
-0.18 -0.33 0.18
0.08 0.19 -0.09
-0.05 0.08 0.27
-0.10 -0.15 -0.37
-0.42 0.02 0.19
-0.31 -0.61 -0.20
-0.44 -0.57 -0.99
0.21 -0.29 0.75
-0.33 1.04 0.10
0.49 -0.20 -0.18
-0.63 -0.11 -0.09
0.79 -0.28 -0.37
-1.39 0.03 -0.43
0.19 0.27 0.87
-0.28 -0.30 -1.19
0.02 0.08 0.03
0.04 0.30 0.00
0.39 0.30 0.47
0.06 -0.19 -0.13
-0.16 -0.27 -0.02
-0.26 0.03 -0.22
-0.14 -0.07 0.03
0.19 -0.08 0.10
0.12 -0.05 0.11
-0.11 0.10 0.01
0.44 -0.16 -0.01
0.05 0.27 -0.03
-0.04 0.19 0.49
0.39 -0.02 0.23
-0.03 -0.01 0.09
-0.59 0.16 -0.82
0.16 0.66 -0.32
0.61 -0.94 -0.07
-0.65 -0.07 0.68
-0.48 0.04 -0.90
0.95 -0.98 0.82
-0.54 0.87 -0.44
0.54 -0.44 0.46
-0.17 0.84 -0.27
0.00 0.03 0.00
0.21 -0.36 0.19
0.37 0.03 0.51
0.31 -0.09 0.18
-0.29 0.04 0.01
0.02 -0.14 0.34
-0.50 0.11 -0.31
-0.05 0.49 -0.31
-0.38 -0.14 -0.12
0.23 0.39 -0.11
-0.06 0.04 -0.10
-0.04 -0.01 0.14
0.11 -0.02 0.08
0.04 -0.17 -0.13
-0.06 -0.22 0.19
0.27 0.75 -0.67
0.09 -0.08 0.07
-0.09 -0.47 0.18
0.35 -0.23 0.64
0.64 0.38 -0.38
-1.09 -0.14 -0.04
-0.52 -0.36 0.89
0.53 0.07 -0.11
0.43 -1.07 -0.07
-0.33 0.03 0.07
-0.10 -0.41 0.39
0.07 -0.20 0.09
-0.33 0.40 -0.08
-0.03 -0.11 -0.44
0.00 0.22 -0.34
0.00 -0.10 -0.03
-0.17 0.18 0.16
0.51 -0.24 0.03
-0.04 0.18 -0.05
0.00 0.04 -0.19
0.39 0.34 -0.46
0.13 0.14 -0.11
-0.24 0.19 0.20
-0.21 0.27 0.02
0.00 -0.24 -0.32
0.72 0.27 0.05
-0.84 0.11 -0.56
1.14 0.07 -0.08
-0.56 0.40 -0.18
-0.21 -0.31 1.19
-0.02 0.18 -1.42
0.11 1.20 -0.87
0.51 -1.22 1.02
0.09 -0.01 0.13
0.07 0.12 0.21
-0.20 -0.03 -0.02
0.21 0.49 0.17
0.34 -0.18 0.22
-0.73 -0.20 -0.16
0.00 -0.13 0.25
0.29 -0.59 -0.18
0.10 0.04 0.30
0.27 -0.36 0.14
0.56 -0.28 0.80
0.21 -0.24 0.23
-0.06 -0.25 -0.22
0.17 0.19 -0.20
-0.29 0.39 0.10
-0.43 -0.33 -0.56
-0.34 0.15 0.03
-0.23 1.19 0.05
0.33 -0.47 -0.56
-0.20 0.55 -0.22
-0.55 -0.49 -0.01
0.44 0.21 0.41
-0.36 -0.55 -0.62
0.48 0.01 0.90
0.27 0.13 0.13
0.06 0.10 0.13
-0.03 0.02 -0.02
-0.16 -0.28 0.14
-0.52 -0.03 -0.18
-0.04 -0.13 0.23
-0.30 -0.13 0.15
0.21 0.20 0.13
0.12 0.15 -0.13
-0.01 0.23 0.19
-0.07 0.16 -0.07
0.21 0.00 -0.08
-0.11 0.11 -0.46
-0.06 0.32 -0.15
-0.19 -0.17 0.03
0.62 1.08 -0.23
-0.89 0.42 0.30
-0.42 0.36 -0.56
-1.11 -0.53 -1.07
0.65 1.11 0.31
-0.65 -0.60 0.65
-0.32 0.91 0.81
0.60 -0.32 -0.77
-0.08 -0.09 0.10
0.15 -0.34 -0.23
0.00 -0.92 0.13
-0.14 0.14 0.26
0.40 -0.51 0.48
0.62 -0.24 -0.04
0.29 0.22 0.05
-0.10 -0.01 0.39
0.17 -0.46 -0.39
-0.06 -0.06 -0.14
0.04 -0.17 0.01
0.12 0.21 -0.21
0.28 -0.37 -0.21
0.03 0.21 0.09
0.01 0.08 0.12
-0.23 -0.09 0.10

gap between HOMO and LUMO	6.18	eV
HOMO energy	-9.456	eV
DFT total energy	-133421.10349	eV
total charge	+1
max |F|	1.82	eV/Å